A 3-piece molecular cluster, C4H14O2 overall. Source: the Open Molecules 2025 dataset; level of theory: ωB97M-V/def2-TZVPD.

CARTESIAN COORDINATES (ANGSTROEM)
1 C 3.12941 0.32051 -0.03375
2 C 1.83350 -0.63571 -0.00101
3 C 1.01696 -0.20332 1.34380
4 C 0.87445 -0.48476 -1.23112
5 H 3.90173 0.46325 0.72980
6 H 3.68857 -0.04232 -0.92907
7 H 2.97690 1.37905 -0.23255
8 H 2.21168 -1.74652 0.26200
9 H 0.47458 0.69872 1.06889
10 H 1.70528 -0.05909 2.37065
11 H 0.34484 -1.12281 1.50687
12 H 1.51048 -0.62760 -2.09053
13 H 0.14335 -1.30095 -1.04870
14 H 0.42091 0.48472 -1.21034
15 O -3.52225 0.20903 2.51305
16 H -3.47553 1.03619 2.04355
17 H -2.58439 -0.04123 2.56323
18 O -4.64350 0.79912 -2.32078
19 H -5.02509 -0.03624 -2.09772
20 H -4.98187 0.90998 -3.20626

structure (SMILES)	CC(C)C.O.O
Kohn-Sham gap	11.32	eV
HOMO	-10.6	eV
LUMO energy	0.74	eV


C16H10AgF6N3O3S4Sb as an isolated structure. Source: the Open Molecules 2025 dataset; level of theory: ωB97M-V/def2-TZVPD.

CARTESIAN COORDINATES (ANGSTROEM)
1 Ag -0.98345 0.16474 -0.58643
2 O 3.04811 1.37377 -2.75695
3 C 3.86448 1.56485 -1.71287
4 C 5.11535 2.14743 -1.94123
5 C 5.98485 2.36838 -0.89103
6 C 5.62700 2.01600 0.40767
7 C 4.38804 1.43968 0.63199
8 C 3.49360 1.20384 -0.40844
9 C 2.15633 0.57178 -0.17686
10 O 1.43194 0.36069 -1.18806
11 N 1.88363 0.26469 1.09045
12 N 0.62429 -0.21218 1.21133
13 C 0.30292 -0.79161 2.30008
14 C -1.06106 -1.30962 2.47410
15 C -1.41520 -1.97560 3.64857
16 C -2.69240 -2.49056 3.77108
17 C -3.58678 -2.32981 2.72465
18 C -3.15248 -1.64188 1.59826
19 N -1.93378 -1.14256 1.47665
20 H 2.22181 0.96741 -2.36247
21 H 5.37302 2.41631 -2.95740
22 H 6.95111 2.82091 -1.08500
23 H 6.30853 2.18710 1.23152
24 H 4.07581 1.14959 1.62534
25 H 1.03060 -0.93643 3.10033
26 H -0.68559 -2.08836 4.44006
27 H -2.98458 -3.01992 4.67046
28 H -4.59037 -2.72852 2.76894
29 H -3.81019 -1.48069 0.75135
30 O -5.75850 5.39939 -0.69099
31 C -4.91098 4.53754 -0.70815
32 S -5.15534 2.93397 -1.39358
33 C -3.56831 2.24401 -1.04372
34 C -2.66516 3.11182 -0.38350
35 S -1.10339 2.78549 0.09395
36 S -3.29900 4.72337 -0.02905
37 S -3.32866 0.66254 -1.53340
38 F -0.87155 -2.45506 -1.35956
39 Sb -1.02093 -3.88880 -2.59784
40 F -1.82955 -4.95223 -1.24722
41 F -2.73546 -3.26030 -3.10700
42 F -1.19373 -5.33267 -3.82236
43 F -0.22412 -2.83776 -3.95182
44 F 0.67915 -4.54078 -2.08186

Kohn-Sham gap (spin up / spin down)	6.74 / 6.01	eV
total charge	-2
spin multiplicity	2
⟨S²⟩	0.767
HOMO (spin up / spin down)	-2.4 / -2.7	eV
LUMO energy (spin up / spin down)	4.31 / 3.30	eV


C10H17N3O3 in the gas phase. Source: the Open Molecules 2025 dataset; level of theory: ωB97M-V/def2-TZVPD.

CARTESIAN COORDINATES (ANGSTROEM)
1 C -1.37360 -3.49316 -2.72872
2 N -0.83032 -2.20491 -2.28670
3 C -1.52644 -1.11020 -1.95072
4 O -2.77367 -1.12358 -1.89685
5 C -0.70395 0.15100 -1.71622
6 C -1.55247 1.43026 -1.57486
7 C -1.80700 1.46431 -0.04162
8 C -0.50742 0.98224 0.52919
9 N 0.06224 0.05892 -0.45700
10 C 1.10535 -0.72809 -0.28613
11 O 1.57535 -1.39553 -1.20243
12 C 1.71444 -0.76478 1.13096
13 N 2.95443 -1.54192 1.22281
14 C 3.83087 -1.43851 2.23255
15 C 5.06046 -2.30115 2.12664
16 O 3.70431 -0.65699 3.15475
17 H -1.33706 -4.24142 -1.94334
18 H -2.40436 -3.36326 -3.03217
19 H -0.90734 -3.84575 -3.63599
20 H 0.18979 -2.06044 -2.24317
21 H 0.00299 0.23398 -2.53824
22 H -2.48294 1.44822 -2.15435
23 H -0.95880 2.30956 -1.85871
24 H -2.06440 2.45929 0.31352
25 H -2.57638 0.71556 0.16199
26 H -0.68809 0.49380 1.50335
27 H 0.17466 1.83156 0.64301
28 H 1.91814 0.25471 1.47276
29 H 0.97349 -1.16446 1.84913
30 H 3.15019 -2.11612 0.40108
31 H 5.47622 -2.58309 3.10530
32 H 4.82394 -3.19199 1.54707
33 H 5.78905 -1.74372 1.58989

structure (SMILES)	CNC(=O)[C@H]1CCCN1C(=O)CNC(C)=O
Kohn-Sham gap	10.05	eV
HOMO	-9.5	eV
LUMO energy	0.58	eV


A 2-piece molecular cluster, C5H10F3O3 overall. Source: the Open Molecules 2025 dataset; level of theory: ωB97M-V/def2-TZVPD.

CARTESIAN COORDINATES (ANGSTROEM)
1 C 4.81809 -3.26390 5.03686
2 O 5.55053 -3.40008 6.24083
3 C 4.88747 -3.81949 7.33880
4 C 4.02474 -2.58552 8.03299
5 O 4.85803 -1.64192 8.50753
6 C 5.40232 -0.73062 7.57508
7 H 5.52019 -2.93709 4.26541
8 H 4.34732 -4.22241 4.77628
9 H 3.97686 -2.47238 5.14841
10 H 5.60274 -4.14292 8.10160
11 H 4.09298 -4.55222 7.12634
12 H 3.51262 -3.08076 8.86591
13 H 3.35274 -2.22060 7.23331
14 H 5.89162 0.06546 8.14174
15 H 6.14458 -1.26146 6.95275
16 H 4.61428 -0.33264 6.92203
17 C 2.14181 -0.10626 5.54505
18 F 2.17160 0.51326 6.79935
19 F 0.86202 0.19589 5.08343
20 F 2.95016 0.72965 4.77111
21 O 2.44940 -1.30784 5.54572

Kohn-Sham gap (spin up / spin down)	9.95 / 4.94	eV
spin multiplicity	2
⟨S²⟩	0.756
HOMO (spin up / spin down)	-9.8 / -9.5	eV
LUMO energy (spin up / spin down)	0.19 / -4.56	eV


Respective E_tot values: -311.2147, -3585.1760, -781.2941, -721.7008 a.u..
Respective max |F| values: 4.18, 0.53, 3.05, 1.84 eV/Å.